Record 1
Computed, not measured: an isolated ion of composition C7H11O and charge -1 at a distorted geometry, with ωB97M-V with the def2-TZVPD basis set.

XYZ file:
```
19
Properties=species:S:1:pos:R:3:forces:R:3:nbo_charge:R:1
C 2.0701 1.4020 0.8735 0.2 0.7 -0.2 0.0048
O 1.8898 2.3908 1.7368 0.0 0.1 0.4 -0.8926
C 0.7074 0.9771 0.2543 -0.5 0.2 0.8 -0.4084
C 0.8251 0.0687 -0.9966 0.2 0.4 0.3 -0.4989
C -0.5075 -0.3926 -1.3722 0.8 -1.1 -0.8 0.0617
C -0.9979 -1.4998 -0.6596 -1.3 -1.9 -0.6 -0.4045
C -2.4144 -2.3167 -0.4058 1.2 0.2 -1.4 -0.4236
C -2.0191 -1.2284 0.4354 -1.5 0.4 0.3 -0.4052
H 2.7179 1.7024 0.0022 0.1 -0.2 -0.1 0.0573
H 2.5508 0.4949 1.3158 -0.1 -0.3 -0.2 0.0772
H 0.1758 1.9102 0.0624 0.1 0.1 -0.5 0.2011
H 0.1128 0.5359 1.0592 0.1 -0.4 -0.1 0.1917
H 1.4450 -0.7850 -0.7096 0.2 0.1 0.0 0.2228
H 1.3068 0.7024 -1.7365 0.2 -0.3 -0.4 0.2064
H -0.8017 -0.1394 -2.3934 -1.1 0.9 0.6 0.1940
H -0.3094 -2.3408 -0.5805 0.7 0.7 1.3 0.2616
H -3.2421 -2.1189 -1.0973 0.0 0.3 0.2 0.1362
H -2.6389 -0.3452 0.2314 0.3 0.4 0.4 0.1982
H -1.6739 -1.2725 1.4586 0.4 0.0 0.1 0.2205
```
Forces are in eV/Å.

For the lowest unoccupied orbital energy, the calculation gives 2.220 eV. The gap between HOMO and LUMO is 5.0132 eV. For the energy above the lowest of the compared OMol25 structures with the same formula, charge and spin, the calculation gives 4.807 eV. As for the net charge: -1.

Record 2
Computed, not measured: a 4-piece molecular cluster, C3H13NO4 overall at a distorted geometry, with ωB97M-V with the def2-TZVPD basis set.

XYZ file:
```
21
Properties=species:S:1:pos:R:3:forces:R:3:nbo_charge:R:1
C 3.0569 -0.6652 0.3335 0.4 1.3 -0.3 -0.6010
C 1.5474 -0.3535 0.4706 0.4 -1.3 3.1 0.1178
N 1.0726 0.4196 -0.5837 -1.3 0.2 -1.5 0.0838
C 0.2733 1.5603 -0.2990 -0.2 -2.1 1.8 -0.5375
O 0.8375 -1.6218 0.5121 0.5 1.2 -1.0 -0.6326
H 3.6176 0.0052 0.9995 -0.2 0.3 -0.5 0.2181
H 3.2726 -0.4356 -0.7160 0.7 -0.5 0.3 0.2265
H 3.3979 -1.6476 0.6697 -0.9 -0.2 -0.5 0.2587
H 1.3606 0.1029 1.4582 -0.1 0.1 -0.3 0.1617
H -0.1098 1.4627 0.7365 0.2 0.6 -0.2 0.2609
H 0.9416 2.4180 -0.4233 0.1 0.4 -0.1 0.3048
H -0.6415 1.6196 -0.9063 0.5 0.2 -0.7 0.3141
H -2.2610 0.8626 1.8633 0.0 0.2 0.1 0.4503
H -2.8778 0.6073 0.4707 0.1 0.1 -0.7 0.5042
O -2.3642 1.3137 1.0165 0.3 -0.1 0.6 -1.0012
H -3.9969 -0.9198 -0.3697 0.0 0.0 -0.1 0.4513
H -2.0656 -0.8825 -1.0464 -0.7 -0.2 0.5 0.5135
O -3.3281 -0.2764 -0.6215 0.4 -0.3 -0.2 -1.1197
H -0.8167 -0.6656 -1.9609 0.0 -0.3 -0.3 0.4572
H 0.2341 -1.5754 -0.2599 -0.9 -0.5 -0.1 0.5165
O -1.1506 -1.3285 -1.3438 0.7 0.8 0.1 -0.9475
```
Forces are in eV/Å.

For the lowest unoccupied orbital energy, the calculation gives -4.759 eV. The gap between HOMO and LUMO is 4.0577 eV. For the energy above the lowest of the compared OMol25 structures with the same formula, charge and spin, the calculation gives 7.520 eV. As for the net charge: 0.

Record 3
Computed, not measured: C22H35Cl2N4O3Y as an isolated structure at a distorted geometry, with ωB97M-V with the def2-TZVPD basis set.

XYZ file:
```
67
Properties=species:S:1:pos:R:3:forces:R:3:nbo_charge:R:1
O 1.1205 -1.7560 -3.0309 2.2 0.5 0.9 -0.5758
C 2.1489 -1.3803 -2.4523 -1.5 1.6 0.5 0.4478
C 3.0122 -2.1333 -1.5347 0.3 -0.7 1.0 -0.1491
C 2.5373 -2.8548 -0.4182 -0.3 -0.6 -0.7 -0.1872
H 1.6211 -2.5738 0.1184 0.1 -0.3 -0.6 0.2535
C 3.2653 -3.9636 0.0004 0.6 -0.2 0.2 -0.2058
H 2.8519 -4.6436 0.7514 0.2 0.4 -0.1 0.2242
C 4.5287 -4.2408 -0.5528 -0.4 0.3 -0.1 -0.1954
H 5.0630 -5.1552 -0.2856 -0.2 0.3 -0.1 0.2189
C 5.1174 -3.2915 -1.3975 0.3 -0.3 0.5 -0.2247
H 6.1456 -3.4325 -1.7353 -0.3 0.2 0.2 0.2215
C 4.3936 -2.1791 -1.7986 -0.8 0.0 -0.5 -0.1790
H 4.8266 -1.3399 -2.3415 0.1 -0.5 -0.4 0.2226
H 2.4334 -0.2968 -2.4593 0.0 -0.3 -0.7 0.1295
C 2.3175 2.2707 -0.4053 0.9 2.9 0.1 -0.6311
C 2.1426 1.3774 0.7473 -0.4 -3.5 -2.9 -0.5769
H 3.3765 2.5230 -0.6323 -0.2 0.0 0.1 0.1795
H 1.7898 3.2343 -0.2606 0.1 0.0 -0.3 0.1903
H 1.9283 1.8592 -1.3589 0.0 -0.1 0.5 0.1714
C 3.1465 0.6489 1.2433 1.5 0.5 0.7 -0.1839
C 4.3301 1.3423 1.8834 0.7 0.2 -1.2 -0.6650
H 3.1988 -0.4416 1.3537 -1.0 0.1 0.9 0.1781
H 5.2894 1.0263 1.4660 0.3 -0.1 0.1 0.1876
H 4.3718 1.2021 2.9643 -0.3 -0.2 0.0 0.2208
H 4.2469 2.4148 1.7131 0.0 0.1 0.0 0.1998
Y -0.0169 0.7277 1.1692 -0.7 -0.7 1.0 1.7746
Cl -0.0505 -1.6010 2.1678 0.2 -0.7 0.1 -0.6763
Cl 1.0139 1.8900 3.1688 -0.4 0.4 1.0 -0.6316
H -1.2490 -4.5656 -2.2986 0.0 0.1 0.1 0.1925
H -2.8352 -4.3067 -0.5154 0.0 0.3 0.2 0.2005
C -0.6253 -3.8132 -1.8059 -0.2 -0.1 -0.5 -0.4292
C -2.3128 -3.4602 -0.0454 0.4 -0.2 0.4 -0.4102
N -1.4490 -2.8751 -1.0591 -0.4 0.4 0.2 -0.3952
H -0.0502 -3.2687 -2.5504 -0.1 -0.2 0.1 0.2611
C -1.2958 -1.5515 -1.1807 0.1 0.3 0.8 0.5586
O -1.5361 -0.6964 -0.2907 -0.3 -0.8 -1.4 -0.7089
H -3.0214 -2.7128 0.3337 0.3 -0.3 -0.2 0.2124
H -0.9410 -1.2499 -2.1771 0.3 -0.1 0.3 0.1497
H 0.0796 -4.3207 -1.1351 -0.2 0.1 0.0 0.2107
H -1.7050 -3.8459 0.7865 -0.3 0.2 -0.1 0.2292
H -2.4674 4.5989 -2.2431 0.1 -0.2 0.2 0.2069
H -2.4301 2.8256 -4.2908 0.2 -0.1 0.2 0.2059
C -1.4157 4.3045 -2.1320 -0.1 0.0 -0.2 -0.4222
C -1.3961 2.6344 -3.9730 -0.1 0.0 0.0 -0.4045
N -1.2258 2.9174 -2.5522 -0.1 0.0 -0.2 -0.3809
H -1.0788 4.4247 -1.1005 -0.1 0.0 -0.2 0.2532
C -0.9220 1.9593 -1.6870 0.4 0.5 2.0 0.5728
O -0.7808 2.1745 -0.4430 -0.4 -0.2 -2.4 -0.7234
H -1.1409 1.5836 -4.1562 -0.1 0.3 -0.1 0.2192
H -0.7684 0.9426 -2.0966 -0.1 0.5 0.0 0.1593
H -0.8491 4.9552 -2.8063 0.1 -0.1 0.2 0.2082
H -0.7583 3.2994 -4.5716 0.0 -0.3 0.2 0.2107
C -5.5276 -0.1953 3.1653 -0.7 -0.5 0.1 -0.6448
C -4.3094 0.6155 3.0001 0.8 1.5 0.6 0.1785
C -3.9503 1.8561 3.5536 0.6 -0.8 -0.8 -0.3487
C -2.6593 2.1603 3.0433 -1.1 -1.5 -0.3 0.2119
N -2.2457 1.1488 2.2463 -0.9 0.6 0.4 -0.3919
N -3.2714 0.2476 2.2395 0.5 -0.4 -0.5 -0.3136
C -1.8471 3.3717 3.2459 0.7 0.5 0.2 -0.6766
H -5.6335 -0.6139 4.1755 0.2 0.1 -0.2 0.2368
H -6.4422 0.3859 2.9909 0.3 0.0 -0.1 0.2326
H -5.5260 -1.0249 2.4538 -0.1 0.0 0.1 0.2161
H -4.5250 2.4411 4.2350 -0.2 0.2 0.2 0.2235
H -3.1829 -0.6167 1.6900 0.2 0.8 0.5 0.4269
H -2.3420 4.1042 3.8981 -0.1 -0.3 -0.3 0.2183
H -0.8755 3.0970 3.7050 -0.6 0.3 -0.3 0.2922
H -1.6374 3.8362 2.2648 0.0 -0.1 0.5 0.2234
```
Forces are in eV/Å.

For the lowest unoccupied orbital energy, the calculation gives 0.003 eV. The gap between HOMO and LUMO is 5.4856 eV. For the energy above the lowest of the compared OMol25 structures with the same formula, charge and spin, the calculation gives 5.222 eV. As for the net charge: 0.